Record 1
{"formula": "C2H14N2O3", "method": "ωB97M-V/def2-TZVPD", "symbols": ["O", "N", "O", "H", "H", "H", "H", "H", "H", "H", "H", "N", "H", "H", "H", "H", "H", "C", "O", "C", "H"], "positions_angstrom": [[2.123, 2.424, 2.818], [0.348, -0.381, 1.453], [-2.568, -0.867, -2.638], [1.556, -1.092, -2.375], [-2.798, -0.070, 1.746], [0.375, -0.021, -2.627], [-1.456, 0.127, 1.077], [1.033, -1.144, 1.574], [-0.618, -1.506, -0.525], [-1.645, -1.075, -2.813], [0.529, 0.350, 2.160], [0.540, -0.968, -2.282], [2.079, 2.359, 1.845], [1.758, 0.396, -0.008], [1.000, -1.895, -0.450], [1.648, 3.242, 3.058], [0.148, 1.027, -0.062], [0.367, -1.081, -0.820], [-2.420, 0.143, 0.902], [0.660, 0.071, 0.114], [-2.659, -0.037, -2.147]], "fmax_ev_per_a": 2.583, "smiles": "NCCN.O.O.O", "relative_energy_ev": 1.1341, "charge": 0, "multiplicity": 1, "gap_ev": 10.40}

---

Record 2
{"formula": "C2H14N2O3", "method": "ωB97M-V/def2-TZVPD", "symbols": ["H", "H", "H", "H", "H", "H", "O", "H", "N", "H", "H", "H", "C", "H", "C", "O", "H", "H", "H", "O", "N"], "positions_angstrom": [[-3.811, 3.355, 5.005], [1.000, 1.096, 0.253], [0.254, -3.449, 0.026], [0.423, 0.463, -3.437], [2.324, 0.028, -1.263], [0.556, -1.133, 0.934], [-3.715, 4.312, 4.934], [-0.058, 1.840, -0.896], [1.136, -0.059, -2.938], [0.566, -3.950, -1.377], [-3.104, 4.447, 4.202], [-1.249, 0.024, 0.148], [0.451, 0.893, -0.679], [1.911, 1.610, -2.006], [1.546, 0.629, -1.720], [0.432, -4.264, -0.474], [-0.546, -0.873, -1.217], [0.930, -1.036, -2.799], [0.418, -2.124, 2.166], [1.033, -1.622, 1.627], [-0.497, -0.186, -0.488]], "fmax_ev_per_a": 1.472, "smiles": "NCCN.O.O.O", "relative_energy_ev": 1.1492, "charge": 0, "multiplicity": 1, "gap_ev": 9.95}

---

Record 3
{"formula": "C2H14N2O3", "method": "ωB97M-V/def2-TZVPD", "symbols": ["O", "C", "H", "N", "H", "H", "O", "H", "H", "N", "H", "C", "H", "H", "H", "H", "O", "H", "H", "H", "H"], "positions_angstrom": [[0.473, -2.856, -4.268], [0.460, -0.951, 0.962], [-0.237, 3.499, 1.535], [-1.036, 0.359, 2.291], [0.823, 1.533, -0.542], [0.628, -1.651, 1.795], [-1.145, 3.187, 1.728], [1.917, 1.348, -1.569], [-2.024, 0.432, 2.543], [0.492, -1.657, -0.308], [-1.660, -1.387, 1.268], [-0.994, -0.521, 1.086], [-0.949, 2.442, 2.301], [0.640, -1.957, -4.620], [-1.339, 0.147, 0.291], [1.074, -0.050, 1.031], [1.527, 2.012, -0.985], [-0.520, -0.144, 3.018], [1.337, -2.233, -0.333], [-0.065, -2.743, -3.459], [0.517, -0.984, -1.072]], "fmax_ev_per_a": 3.742, "relative_energy_ev": 1.8026, "s2": 0.76, "charge": 1, "multiplicity": 2, "gap_ev": [10.33, 4.07]}

---

Record 4
{"formula": "C2H14N2O4", "method": "ωB97M-V/def2-TZVPD", "symbols": ["H", "H", "O", "H", "H", "O", "H", "H", "H", "O", "H", "H", "H", "H", "H", "C", "O", "N", "H", "C", "N", "H"], "positions_angstrom": [[1.749, 0.470, 0.846], [-0.852, 0.758, 4.049], [-0.532, 0.226, 3.320], [2.412, -1.081, -1.058], [0.781, 0.880, 2.004], [-0.738, 1.629, -0.166], [-0.365, 2.419, 0.236], [-1.419, 1.248, 0.493], [-0.341, -1.789, -2.395], [-2.129, 0.047, 1.285], [-0.545, -0.801, -3.678], [0.166, -2.118, -0.427], [0.037, -0.667, 0.397], [1.568, -0.080, -2.883], [-1.200, 0.051, 2.554], [0.769, -0.042, -2.140], [1.697, 0.853, 1.711], [0.693, -1.366, 0.018], [0.324, 0.962, -1.976], [1.439, -0.616, -0.947], [-0.458, -0.814, -2.659], [-3.054, -0.170, 1.418]], "fmax_ev_per_a": 6.138, "relative_energy_ev": 6.4341, "charge": 0, "multiplicity": 1, "gap_ev": 3.69}

---

Record 5
{"formula": "C2H14N3O3", "method": "ωB97M-V/def2-TZVPD", "symbols": ["N", "H", "N", "H", "H", "H", "H", "H", "H", "O", "O", "H", "H", "N", "H", "H", "O", "C", "C", "H", "H", "H"], "positions_angstrom": [[-0.483, 1.163, -0.812], [0.350, 0.046, 3.135], [-1.145, 1.913, 1.237], [3.904, 0.104, -0.174], [-0.683, 0.405, -1.462], [-0.406, -1.492, 2.604], [-0.364, 2.041, -1.289], [0.606, -0.783, 0.666], [3.063, -0.543, 0.845], [3.086, -0.406, -0.109], [-1.907, -1.377, -2.352], [-2.830, -1.125, -2.410], [-1.254, 0.099, 2.817], [0.009, -0.088, 1.078], [-0.855, 2.122, 2.177], [-1.784, 2.543, 0.789], [0.698, -0.946, -2.138], [-0.556, 0.960, 0.499], [-0.383, -0.420, 2.465], [-1.556, -1.747, -3.157], [1.137, -1.584, -1.564], [1.352, -0.887, -2.847]], "fmax_ev_per_a": 2.445, "relative_energy_ev": 1.2591, "charge": 1, "multiplicity": 1, "gap_ev": 11.40}

---

Record 6
{"formula": "C2H14NO3", "method": "ωB97M-V/def2-TZVPD", "symbols": ["H", "H", "H", "O", "H", "H", "O", "N", "H", "O", "H", "H", "C", "H", "C", "H", "H", "H", "H", "H"], "positions_angstrom": [[-2.048, -1.163, 1.631], [-0.844, -1.651, -0.020], [0.956, -1.639, -1.790], [-2.105, -0.207, 1.512], [1.030, 1.229, -1.028], [0.139, 2.718, 1.544], [1.751, -0.231, 1.159], [0.653, -0.858, -1.213], [1.909, 0.361, -2.258], [-0.083, 1.894, 1.090], [-1.452, -1.065, -1.703], [1.200, 0.468, 1.551], [-0.828, -0.938, -0.823], [-2.922, -0.112, 2.034], [0.928, 0.492, -1.815], [-1.056, 0.078, -0.514], [0.151, 0.787, -2.516], [-0.760, 1.386, 1.560], [1.197, -0.948, -0.326], [2.185, -0.601, 1.927]], "fmax_ev_per_a": 1.963, "relative_energy_ev": 0.8245, "charge": 1, "multiplicity": 1, "gap_ev": 12.61}

---

Record 7
{"formula": "C2H14NO4", "method": "ωB97M-V/def2-TZVPD", "symbols": ["H", "O", "N", "H", "H", "H", "O", "O", "O", "H", "H", "H", "C", "H", "H", "H", "H", "H", "C", "H", "H"], "positions_angstrom": [[1.051, -1.800, -1.883], [-1.373, -0.522, 0.672], [0.921, 0.858, 0.177], [-0.124, -2.422, 0.330], [1.183, -0.432, -2.687], [-1.483, 1.377, 1.430], [0.704, -2.655, -0.121], [1.556, -0.990, -2.004], [-1.042, 1.958, -1.737], [0.628, -3.558, -0.473], [0.748, 1.477, 2.164], [-1.957, 1.692, -1.873], [0.489, 0.566, 1.599], [1.223, -0.021, -0.265], [-2.051, -1.161, 0.873], [0.080, 1.244, -0.276], [1.564, 1.642, 0.150], [-1.406, 0.160, 2.688], [-1.040, 0.400, 1.691], [-0.721, 2.447, -2.487], [1.050, -0.260, 2.033]], "fmax_ev_per_a": 2.001, "relative_energy_ev": 0.3337, "charge": 1, "multiplicity": 1, "gap_ev": 11.87}

---

Record 8
{"formula": "C2H14NO4", "method": "ωB97M-V/def2-TZVPD", "symbols": ["H", "O", "H", "H", "H", "O", "O", "H", "N", "H", "C", "H", "H", "H", "H", "H", "C", "O", "H", "H", "H"], "positions_angstrom": [[1.171, 0.219, -3.926], [-1.293, 1.326, -0.280], [-0.377, 1.345, -0.130], [0.541, 1.566, -3.357], [-1.663, 2.067, -0.579], [-2.452, -1.455, 1.551], [0.343, 0.696, -3.846], [0.864, -0.211, 3.070], [0.220, -1.090, 1.184], [-2.629, -1.069, 2.432], [1.795, 0.867, 1.278], [0.401, -1.350, 0.290], [1.199, -0.929, -2.084], [-3.294, -1.045, 1.110], [1.975, 0.849, 0.102], [2.324, 1.469, 2.010], [1.060, -0.111, 1.840], [0.609, -0.346, -1.509], [-0.844, -0.660, 1.129], [-0.245, -0.210, -2.021], [0.294, -1.929, 1.736]], "fmax_ev_per_a": 6.031, "relative_energy_ev": 2.7387, "charge": 1, "multiplicity": 1, "gap_ev": 11.29}

---

Record 9
{"formula": "C2H14NO5", "method": "ωB97M-V/def2-TZVPD", "symbols": ["H", "O", "H", "C", "O", "O", "N", "H", "H", "H", "H", "H", "O", "H", "H", "H", "H", "H", "C", "O", "H", "H"], "positions_angstrom": [[2.079, -0.160, -2.614], [-0.560, -0.194, 3.295], [2.222, 0.671, 0.246], [1.285, 0.553, -2.411], [-1.454, 0.546, -0.496], [-2.383, -0.779, 1.419], [0.885, 0.452, -0.987], [1.898, 1.465, -2.332], [0.075, -0.280, 2.576], [-1.267, -2.329, 0.760], [-1.798, -0.326, 0.680], [-3.041, -0.949, 0.728], [2.840, 0.471, 0.999], [0.540, 0.723, -3.183], [2.281, 0.049, 1.651], [-1.165, -1.682, -0.593], [-1.386, -0.403, 2.818], [-0.477, 2.058, -1.400], [-0.298, 1.275, -0.645], [-0.816, -2.417, -0.097], [-0.086, 1.755, 0.332], [0.625, -0.501, -0.746]], "fmax_ev_per_a": 2.928, "relative_energy_ev": 1.0132, "charge": -1, "multiplicity": 1, "gap_ev": 8.20}

---

Record 10
{"formula": "C2H14O4S", "method": "ωB97M-V/def2-TZVPD", "symbols": ["H", "H", "H", "C", "O", "H", "H", "O", "H", "H", "O", "H", "H", "H", "S", "C", "O", "H", "H", "H", "H"], "positions_angstrom": [[0.094, 0.341, 3.876], [-1.067, -1.098, 1.131], [-1.654, -1.637, -1.835], [1.112, -1.266, 1.643], [-0.767, -1.718, -1.484], [-3.039, 1.377, -2.487], [1.248, -2.369, 1.754], [1.897, 3.455, -1.067], [1.811, -0.664, 2.160], [-3.497, 0.655, -1.240], [-3.482, 0.560, -2.178], [-0.386, 0.354, 1.426], [1.752, 2.467, -1.067], [1.905, 0.113, -1.287], [-0.902, -0.505, 3.538], [-0.296, -0.635, 1.803], [1.223, 0.739, -1.332], [2.858, 3.623, -1.361], [-0.700, -2.608, -1.124], [0.554, 0.031, -1.404], [1.335, -1.213, 0.536]], "fmax_ev_per_a": 3.043, "smiles": "CCS.O.O.O.O", "relative_energy_ev": 1.2508, "charge": 0, "multiplicity": 1, "gap_ev": 9.29}

---

Record 11
{"formula": "C2H14O4S", "method": "ωB97M-V/def2-TZVPD", "symbols": ["H", "H", "H", "O", "C", "H", "H", "H", "O", "H", "H", "H", "H", "H", "S", "O", "H", "C", "H", "H", "O"], "positions_angstrom": [[1.335, -1.803, 1.199], [-1.872, 0.856, -1.906], [0.554, 3.027, 0.280], [-3.601, 1.372, 0.573], [1.266, -1.614, 0.124], [-2.143, 1.217, 1.639], [-4.352, 1.729, 0.109], [0.423, -0.932, 0.024], [-1.228, 1.165, 1.936], [0.406, -3.597, -0.042], [-0.838, 0.293, 1.929], [0.609, -2.823, -1.580], [-3.180, 0.802, -0.080], [-0.979, 0.604, -0.691], [2.818, -0.787, -0.275], [0.025, 2.421, -0.233], [-0.461, 1.970, 0.479], [1.066, -2.921, -0.592], [2.439, -0.015, -1.268], [2.011, -3.431, -0.769], [-1.710, 0.259, -1.185]], "fmax_ev_per_a": 1.504, "smiles": "CCS.O.O.O.O", "relative_energy_ev": 0.4911, "charge": 0, "multiplicity": 1, "gap_ev": 9.54}